[1]
Computed, not measured: a 2-piece molecular cluster, C11H19NO5 overall, with ωB97M-V/def2-TZVPD.

Each line ends with the Mulliken charge.
Positions of all 36 atoms, in Å:
O: 1.16533 1.89110 -1.47227  -0.37
H: 0.00981 0.00734 -1.71953  -0.11
O: -3.44866 0.31600 0.82776  -0.55
C: 0.49664 2.35042 -2.69982  -0.35
H: -0.51914 4.24083 -3.46911  0.29
C: 3.40579 -3.21084 4.15368  -0.35
H: 3.00562 -4.39032 2.28873  0.36
H: -2.51545 3.25153 -0.14288  0.25
H: 0.48138 -1.65162 4.26113  0.37
C: 2.55781 -2.29148 4.81622  -0.35
H: -2.16429 -0.01826 -2.97665  0.20
H: 0.78330 -3.22046 2.32292  0.20
C: -2.20303 2.50362 -1.01826  0.16
H: -3.79782 -1.12730 -2.93971  0.27
C: -2.70779 -0.98083 -2.52790  -0.51
H: -1.30356 1.87577 -0.61066  -0.05
O: -2.69615 -0.97693 -1.05072  -0.21
C: -0.56257 3.60491 -2.46004  -0.39
H: 1.88759 -0.07985 -1.86007  0.39
H: -0.09862 1.52596 -3.28013  0.20
C: 0.98472 0.03744 0.34178  -0.84
C: 2.72312 -3.67903 3.05324  -0.51
H: -0.08252 -0.41267 0.57695  0.18
H: 2.77941 -1.73738 5.71919  0.39
O: -1.96280 3.18357 -2.30052  -0.32
C: 1.01098 0.44060 -1.28019  0.11
H: 1.05102 1.05221 0.92823  0.24
H: 4.40597 -3.50108 4.44817  0.38
H: 1.86662 -0.70565 0.58971  0.26
H: -0.17559 4.33000 -1.60020  0.24
N: 1.49559 -3.06999 3.02551  0.02
O: -3.34576 1.56279 -1.26301  -0.26
H: -2.08950 -1.94960 -2.85125  0.22
C: -3.16221 0.31492 -0.50401  0.60
H: 1.34095 2.74023 -3.42594  0.35
C: 1.38382 -2.22600 4.09970  -0.50

Properties
**Frontier orbital gap**: 0.321 Eh
**SMILES**: CCOCCOCOC(=O)OC.c1cc[nH]c1
**LUMO**: 0.5 eV
**Relative energy (zero: lowest compared OMol25 entry of this formula, charge and spin)**: 115.5 kcal per mole
**Multiplicity**: 1
**E_tot**: -861.271025 hartree

[2]
Computed, not measured: C9H20O4S in the gas phase, with ωB97M-V/def2-TZVPD.

Each line ends with the Mulliken charge.
Positions of all 34 atoms, in Å:
O: -3.92698 -2.32380 1.72719  -0.44
H: 0.25422 0.16371 -1.03259  -0.16
O: -1.58926 -2.08811 2.09099  -0.55
H: 1.82352 1.78939 1.04485  0.36
S: -2.61978 -1.60360 1.16770  1.13
H: 0.83049 0.44801 -2.65767  0.35
H: -2.57864 1.12031 0.09506  0.33
H: 1.25251 -2.04097 -2.52088  0.34
C: 2.24197 -0.59009 -1.28802  -0.66
C: 1.44302 1.93395 -1.14477  -0.96
H: -2.96625 1.92095 1.77116  0.29
H: -0.59026 3.23137 1.26802  0.55
H: 2.73539 -2.58012 -1.85831  0.30
O: -3.05965 -0.16221 1.71095  -0.27
C: 1.12018 2.30259 0.33246  -0.84
H: 0.94362 2.60925 -1.80009  0.42
C: -2.45244 1.08915 1.23254  -0.58
O: -2.37627 -1.54237 -0.25542  -0.55
H: 2.53769 2.07105 -1.28307  0.36
H: -0.72601 2.42470 -0.25289  0.31
H: 2.64176 -0.57112 -0.27069  0.31
H: 1.51405 3.29352 0.44186  0.40
C: -0.34588 2.32660 0.74808  -0.88
H: 1.05127 -3.76054 -0.54325  0.41
H: 1.82080 -2.54209 0.51931  0.27
H: -0.72000 1.37860 2.65775  0.23
C: 1.20742 -2.70236 -0.42070  -0.86
H: 0.21683 -2.28825 -0.20958  0.03
C: -0.93484 1.17783 1.54782  -0.02
H: -0.45573 0.26615 1.21117  0.17
C: 1.10720 0.46259 -1.56401  0.01
C: 1.83102 -2.00168 -1.62692  -0.51
H: 3.12303 -0.31283 -1.87749  0.34
H: -4.35400 -2.89957 1.03941  0.38

Properties
**Frontier orbital gap**: 0.399 Eh
**SMILES**: CCCCCCCCCOS(=O)(=O)O
**LUMO**: 0.3 eV
**Relative energy (zero: lowest compared OMol25 entry of this formula, charge and spin)**: 30.6 kcal per mole
**Multiplicity**: 1
**E_tot**: -1054.016098 hartree

[3]
Computed, not measured: a 4-piece molecular cluster, C3H15NO3 overall, with ωB97M-V/def2-TZVPD.

Each line ends with the Mulliken charge.
Positions of all 22 atoms, in Å:
H: 0.61567 3.12575 0.58556  0.37
H: -1.49217 -0.59585 -0.65992  0.33
H: 1.02562 1.44762 -3.11263  0.33
H: 1.44588 -2.08767 0.56458  0.27
H: -0.59753 -3.50383 0.42986  0.31
H: 0.25405 4.50593 1.14608  0.31
H: 0.78345 -0.38457 2.28283  0.36
H: -0.63008 0.06135 1.42915  0.25
N: 0.96930 0.82033 0.54043  -0.42
O: 0.60714 0.53198 -3.21583  -0.64
C: 0.40613 -0.30660 1.21509  -0.69
H: 0.06194 0.77680 -4.01630  0.32
C: 0.40744 -1.57744 0.47070  -0.39
H: -0.42260 -2.78312 2.02599  0.35
H: -1.63542 -2.11491 0.79606  0.27
C: -0.61228 -2.53473 1.00036  -1.11
H: 0.23785 -1.43722 -0.58573  0.37
H: -2.38789 0.66165 -0.73963  0.31
H: 0.98736 0.62865 -0.47869  0.16
O: -2.45900 -0.27665 -0.89259  -0.67
O: 0.47850 4.12064 0.34370  -0.67
H: 1.95664 0.92191 0.87094  0.28

Properties
**Frontier orbital gap**: 0.381 Eh
**SMILES**: CCCN.O.O.O
**LUMO**: 0.6 eV
**Relative energy (zero: lowest compared OMol25 entry of this formula, charge and spin)**: 35.4 kcal per mole
**Multiplicity**: 1
**E_tot**: -403.730897 hartree